# C9H14N4

One molecule with the formula C9H14N4 (wB97M-V/def2-TZVPD, the Open Molecules 2025 dataset).

- DFT total energy: -15514.256 eV
- Charge: 0
- Energy above the lowest of the compared OMol25 structures with the same formula, charge and spin: 12.8 kcal per mole
- Frontier orbital gap (spin up / spin down): 0.2682 / 0.2633 hartree
- LUMO (spin up / spin down): 0.81 / -1.95 eV
- F_max: 4.99 eV/A
- HOMO level (spin up / spin down): -6.49 / -9.12 eV
- Multiplicity: 3

Last column: Mulliken charge in e.
Positions of all 27 atoms, in Å:
C (-1.470, 1.423, -1.236)  -0.350
C (-1.818, 1.044, -2.519)  -0.413
C (-0.322, 0.703, -0.989)  -0.616
C (-0.884, -1.604, 0.600)  -0.589
C (-0.699, -2.700, -0.503)  -0.481
C (0.547, -1.108, 0.717)  0.172
C (0.278, 1.488, 1.341)  -1.673
C (2.161, 0.814, -0.228)  -1.592
C (0.708, 0.527, 0.221)  1.852
N (-0.909, 0.269, -3.106)  -1.149
N (0.699, -2.700, -0.842)  -0.481
N (1.377, -1.895, -0.226)  -0.141
N (-0.039, 0.057, -2.134)  0.490
H (-2.117, 2.159, -0.612)  0.271
H (-2.622, 1.378, -3.269)  0.386
H (-1.640, -0.778, 0.304)  0.201
H (-1.382, -1.932, 1.569)  0.353
H (-1.003, -3.731, -0.043)  0.280
H (-1.202, -2.649, -1.414)  0.342
H (1.035, -1.007, 1.771)  0.522
H (1.084, 1.283, 2.105)  0.459
H (0.258, 2.674, 1.027)  0.289
H (-0.752, 1.380, 1.674)  0.357
H (2.781, 1.357, 0.478)  0.402
H (2.674, -0.095, -0.680)  0.349
H (2.058, 1.483, -1.111)  0.361
H (0.725, -0.633, -2.397)  0.400

Cartesian forces (eV/Å) of the 6 atoms listed first:
-1.7605 1.4135 1.7924
-1.4185 0.7473 -3.8816
2.6696 -0.2448 1.6287
-1.8297 0.5040 0.0999
-1.0699 -2.8803 2.3681
2.1969 4.2944 1.2915


# C2H7O3PSi

An isolated ion of composition C2H7O3PSi and charge -2 (wB97M-V/def2-TZVPD, the Open Molecules 2025 dataset).

- SMILES: C[SiH](C)P(=O)([O-])[O-]
- DFT total energy: -25496.687 eV
- Charge: -2
- Energy above the lowest of the compared OMol25 structures with the same formula, charge and spin: 17.7 kcal per mole
- Frontier orbital gap: 0.2285 hartree
- LUMO: 6.65 eV
- F_max: 3.88 eV/A
- HOMO level: 0.43 eV

Last column: Mulliken charge in e.
Positions of all 14 atoms, in Å:
C (1.388, -0.267, -0.516)  -1.064
Si (-0.110, 0.113, 0.548)  0.170
C (-0.669, -1.765, 0.952)  -1.232
P (-0.946, 2.052, -0.688)  0.568
O (-1.899, 1.493, -1.786)  -0.755
O (0.382, 2.523, -1.216)  -0.681
O (-1.698, 3.092, 0.157)  -0.750
H (2.343, 0.144, 0.041)  0.215
H (1.558, -1.319, -0.777)  0.355
H (1.249, 0.347, -1.396)  0.329
H (0.719, 0.335, 1.974)  -0.181
H (-0.486, -2.236, -0.007)  0.304
H (-0.080, -2.385, 1.573)  0.416
H (-1.750, -2.128, 1.142)  0.306

Cartesian forces (eV/Å) of the 6 atoms listed first:
2.2096 0.4272 0.7840
0.7504 -0.1333 1.9964
-2.5705 -0.0103 -1.2537
-3.2480 1.5035 -1.4955
1.2030 -0.5650 1.1361
1.0253 -0.4169 0.2735


# C19H66N18O14

A 14-piece molecular cluster, C19H66N18O14 overall (wB97M-V/def2-TZVPD, the Open Molecules 2025 dataset).

- DFT total energy: -76270.438 eV
- Charge: 0
- Energy above the lowest of the compared OMol25 structures with the same formula, charge and spin: 0.0 kcal per mole
- Frontier orbital gap: 0.3490 hartree
- LUMO: 0.21 eV
- F_max: 2.52 eV/A
- HOMO level: -9.29 eV

Last column: Mulliken charge in e.
Positions of all 117 atoms, in Å:
C (1.091, -4.714, 0.311)  -0.477
C (-0.294, -5.297, 0.384)  -0.327
O (-1.209, -4.615, 1.314)  -0.531
H (1.575, -4.725, 1.289)  0.307
H (1.022, -3.704, -0.116)  -0.122
H (1.705, -5.336, -0.388)  0.321
H (-0.127, -6.292, 0.811)  0.398
H (-0.743, -5.395, -0.626)  0.203
H (-1.537, -3.801, 0.868)  0.081
C (1.110, -3.090, -3.573)  -0.457
C (2.511, -3.588, -3.268)  -0.441
O (3.268, -2.652, -2.539)  -0.521
H (0.518, -2.824, -2.691)  -0.036
H (0.493, -3.819, -4.153)  0.427
H (1.236, -2.205, -4.137)  0.101
H (3.033, -3.890, -4.172)  0.358
H (2.546, -4.452, -2.620)  0.233
H (3.163, -1.765, -2.921)  0.215
C (-3.841, 2.384, 1.475)  -0.486
C (-3.223, 3.718, 1.844)  -0.369
O (-1.996, 3.870, 1.137)  -0.412
H (-3.118, 1.617, 1.783)  -0.188
H (-4.047, 2.356, 0.405)  0.322
H (-4.760, 2.353, 2.024)  0.407
H (-2.928, 3.716, 2.889)  0.094
H (-3.901, 4.593, 1.737)  0.360
H (-2.043, 4.334, 0.326)  0.244
C (-2.407, 0.701, -4.128)  -1.005
C (-1.323, 1.340, -3.247)  -0.157
O (-0.412, 0.292, -2.817)  0.571
H (-3.200, 1.417, -4.471)  0.408
H (-2.937, -0.090, -3.564)  0.006
H (-2.097, 0.273, -5.072)  0.269
H (-1.754, 1.831, -2.332)  0.285
H (-0.740, 2.057, -3.901)  0.250
H (-0.892, -0.283, -2.174)  -0.340
C (-3.299, -2.742, -3.008)  -1.320
C (-2.767, -2.684, -1.614)  0.223
O (-2.483, -1.322, -1.266)  -0.152
H (-2.524, -2.384, -3.756)  0.225
H (-4.178, -2.062, -3.114)  0.279
H (-3.661, -3.749, -3.271)  0.386
H (-1.849, -3.239, -1.447)  -0.129
H (-3.422, -3.086, -0.910)  0.359
H (-1.841, -1.193, -0.538)  0.423
C (-1.253, 2.916, 5.220)  0.711
O (-2.415, 2.415, 5.241)  -0.755
N (-1.113, 4.205, 5.736)  -0.411
N (-0.229, 2.316, 4.574)  0.011
H (-1.912, 4.589, 6.183)  0.223
H (-0.281, 4.809, 5.752)  0.180
H (0.712, 2.720, 4.545)  0.147
H (-0.483, 1.331, 4.265)  -0.092
C (4.917, 0.213, 0.051)  0.567
O (4.083, 1.110, -0.004)  -0.478
N (5.708, -0.100, -1.037)  -0.573
N (5.145, -0.530, 1.166)  -0.306
H (5.253, 0.091, -1.982)  0.223
H (6.046, -1.068, -1.037)  0.289
H (4.502, -0.359, 1.906)  0.155
H (5.941, -1.139, 1.360)  0.160
C (2.607, 0.586, -4.800)  0.588
O (3.225, 0.222, -3.801)  -0.575
N (3.378, 1.145, -5.779)  -0.552
N (1.273, 0.408, -5.030)  -0.135
H (4.326, 1.408, -5.514)  0.275
H (2.980, 1.878, -6.358)  0.229
H (0.929, 0.387, -5.984)  0.185
H (0.653, 0.034, -4.287)  -0.061
C (0.655, -0.457, 0.244)  -0.900
O (-0.281, -1.246, 0.064)  0.406
N (0.598, 0.733, 0.812)  0.926
N (1.845, -0.796, -0.279)  0.662
H (-0.161, 0.877, 1.430)  -0.231
H (1.467, 1.268, 0.970)  -0.054
H (1.801, -1.579, -0.882)  -0.150
H (2.575, -0.079, -0.359)  -0.408
C (2.753, 3.429, -1.615)  0.465
O (2.795, 4.425, -0.901)  -0.804
N (1.734, 2.495, -1.533)  0.297
N (3.699, 3.124, -2.588)  -0.293
H (1.692, 1.655, -2.101)  -0.200
H (1.057, 2.621, -0.849)  -0.006
H (4.344, 3.867, -2.576)  0.253
H (4.028, 2.169, -2.751)  0.128
C (2.296, 3.902, 2.632)  0.578
O (2.243, 3.957, 3.886)  -0.749
N (3.480, 4.207, 1.932)  -0.315
N (1.183, 3.760, 1.803)  -0.050
H (4.214, 4.502, 2.569)  0.247
H (3.335, 4.672, 1.030)  0.225
H (1.384, 3.787, 0.810)  0.009
H (0.272, 3.604, 2.171)  0.058
C (2.517, -1.712, 3.795)  0.475
O (3.720, -1.678, 3.857)  -0.659
N (1.851, -1.511, 4.987)  -0.496
N (1.810, -2.018, 2.653)  -0.181
H (2.389, -0.932, 5.560)  0.233
H (0.855, -1.345, 5.057)  0.272
H (2.487, -2.100, 1.895)  0.171
H (0.871, -1.633, 2.615)  0.031
C (-1.946, -0.906, 3.186)  0.298
O (-0.800, -0.453, 3.334)  -0.466
N (-2.927, -0.397, 3.890)  -0.240
N (-2.196, -1.955, 2.373)  -0.160
H (-2.767, 0.463, 4.419)  0.177
H (-3.828, -0.727, 3.601)  0.193
H (-3.238, -1.993, 2.078)  0.335
H (-1.482, -2.006, 1.635)  -0.312
C (-5.787, -1.081, 0.834)  0.691
O (-5.103, -1.620, 1.662)  -0.729
N (-5.364, -0.846, -0.413)  -0.258
N (-6.974, -0.501, 1.066)  -0.530
H (-6.000, -0.429, -1.062)  0.187
H (-4.365, -0.912, -0.541)  0.144
H (-7.138, 0.271, 0.450)  0.174
H (-7.304, -0.317, 2.001)  0.266

Cartesian forces (eV/Å) of the 6 atoms listed first:
0.2531 0.2551 -0.9173
-0.5680 -0.3338 0.7993
0.6555 0.1425 -1.5906
-0.0730 0.2728 -0.0779
0.3667 -0.0339 0.3075
-0.4362 0.4341 0.4950


# C13H22AlBeCl2F5NO9S

C13H22AlBeCl2F5NO9S as an isolated structure (wB97M-V/def2-TZVPD, the Open Molecules 2025 dataset).

- DFT total energy: -90222.859 eV
- Charge: -1
- Frontier orbital gap: 0.1998 hartree
- LUMO: 0.28 eV
- F_max: 2.87 eV/A
- HOMO level: -5.16 eV

Last column: Mulliken charge in e.
Positions of all 55 atoms, in Å:
C (-6.484, 8.157, 0.452)  -1.195
C (-7.047, 6.792, 0.870)  -0.264
C (-6.527, 5.728, -0.084)  -0.343
O (-6.393, 4.474, 0.607)  -0.238
N (-5.782, 3.552, -0.247)  -0.346
S (-4.197, 3.329, 0.045)  1.297
O (-3.491, 4.521, -0.255)  -0.619
O (-3.773, 2.167, -0.648)  -0.577
F (-4.010, 3.104, 1.569)  -0.201
H (-6.758, 8.388, -0.573)  0.294
H (-5.397, 8.066, 0.489)  0.378
H (-6.828, 8.905, 1.163)  0.363
H (-8.136, 6.796, 0.838)  0.264
H (-6.740, 6.572, 1.892)  0.326
H (-7.267, 5.600, -0.882)  0.254
H (-5.601, 6.028, -0.570)  0.319
H (-6.293, 2.676, -0.292)  0.274
C (0.071, -2.166, 1.175)  -0.952
C (0.262, -1.942, -0.137)  0.210
C (-0.486, -0.862, -0.886)  1.014
O (-0.243, -0.720, -2.070)  -0.651
C (-1.453, -0.065, -0.156)  -0.865
C (-1.641, -0.298, 1.145)  0.322
C (-0.881, -1.359, 1.900)  0.947
O (-1.129, -1.472, 3.090)  -0.669
O (-2.529, 0.381, 1.862)  -0.495
O (1.109, -2.642, -0.867)  -0.506
H (0.612, -2.931, 1.713)  0.384
H (-2.008, 0.695, -0.686)  0.582
H (-2.490, 0.009, 2.764)  0.352
H (1.069, -2.271, -1.768)  0.365
F (5.913, -3.207, 1.360)  -0.261
Al (4.658, -2.153, 0.938)  0.388
F (4.524, -2.152, -0.747)  -0.414
F (4.995, -0.604, 1.493)  -0.394
F (3.217, -2.710, 1.621)  -0.316
C (7.259, -6.841, -0.089)  -0.479
C (6.572, -5.540, 0.309)  -0.058
C (6.631, -4.644, -0.908)  -0.186
O (6.554, -5.599, -2.077)  -0.131
C (6.808, -6.995, -1.523)  -0.910
H (6.956, -7.703, 0.513)  0.375
H (8.353, -6.719, -0.015)  0.281
H (5.525, -5.735, 0.544)  0.308
H (7.029, -5.021, 1.176)  0.118
H (7.539, -4.057, -0.996)  0.218
H (5.771, -3.980, -0.966)  0.148
H (5.837, -7.493, -1.598)  0.429
H (7.524, -7.527, -2.127)  0.430
O (-8.426, 8.863, -1.737)  -0.597
H (-8.798, 8.452, -2.524)  0.288
H (-8.879, 9.710, -1.677)  0.279
Be (8.197, -5.646, 2.558)  -0.019
Cl (7.277, -5.648, -3.697)  0.095
Cl (9.356, -6.039, -1.618)  -0.616

Cartesian forces (eV/Å) of the 6 atoms listed first:
0.2341 -0.8280 0.2484
0.2425 0.0526 -0.1757
-0.8106 0.2914 -0.4330
0.2711 0.0274 0.0034
-0.2920 -0.2656 0.3216
2.3405 0.4240 -1.6034